Entry 1:
{
  "formula": "C11H12N2",
  "method": "ωB97M-V with the def2-TZVPD basis set",
  "total_energy_ha": -535.13396,
  "de_lowest_ev": 0.507,
  "total_charge": 2,
  "gap_ha": 0.28155,
  "spin_multiplicity": 1,
  "smiles": "Cc1cccc[n+]1C1=[N+]=CCC=C1",
  "symbols": ["C", "C", "C", "C", "C", "C", "N", "C", "N", "C", "C", "C", "C", "H", "H", "H", "H", "H", "H", "H", "H", "H", "H", "H", "H"],
  "coordinates": [[0.1807, 2.2535, 0.1962], [0.8009, 1.2913, -0.8304], [1.6312, 1.6349, -1.9071], [2.0588, 0.7072, -2.8823], [1.7173, -0.6372, -2.6935], [0.8914, -0.9750, -1.6673], [0.4947, -0.0683, -0.7597], [-0.3461, -0.5201, 0.3150], [-1.6600, -0.2252, 0.2204], [-2.5059, -0.7648, 1.0371], [-2.0861, -1.1530, 2.3922], [-0.7058, -1.5007, 2.4563], [0.1338, -1.2926, 1.3560], [-0.8950, 2.1969, 0.0421], [0.3655, 1.9095, 1.2578], [0.7461, 3.2776, 0.0880], [1.8044, 2.6736, -1.9314], [2.8099, 1.1096, -3.4635], [1.8334, -1.3485, -3.5382], [0.6063, -2.0871, -1.5103], [-3.5878, -0.7587, 0.8079], [-2.6396, -2.0585, 2.9019], [-2.6055, -0.7133, 3.3063], [-0.3120, -1.5869, 3.4410], [1.2693, -1.3641, 1.3655]],
  "atomic_forces_ev_per_a": [[2.3, 0.1, 0.1], [0.1, -1.0, -0.5], [-1.5, -1.1, 0.9], [-0.8, 0.3, 3.8], [-0.6, 0.3, -2.4], [0.0, -2.7, 0.3], [-0.3, 1.5, 1.2], [-1.8, -0.6, 0.5], [0.1, -0.7, -1.6], [-1.3, 1.2, 1.7], [-1.1, -2.2, 0.1], [1.0, 2.0, -0.3], [2.3, 0.2, 0.6], [-0.1, 0.8, -0.1], [0.0, 0.3, -1.1], [-1.7, -1.8, 0.1], [0.8, 1.0, -0.5], [1.1, 0.2, -2.2], [0.5, 0.3, 1.0], [0.2, 2.2, -0.2], [0.7, 0.1, -0.2], [0.4, 0.3, -1.4], [0.8, 0.7, -0.7], [0.7, -0.9, 0.5], [-1.7, -0.6, 0.4]]
}

Entry 2:
{
  "formula": "C4H32NO12S",
  "method": "ωB97M-V with the def2-TZVPD basis set",
  "total_energy_ha": -1527.29298,
  "de_lowest_ev": 0.000,
  "total_charge": 1,
  "gap_ha": 0.35080,
  "spin_multiplicity": 1,
  "symbols": ["O", "C", "C", "C", "C", "S", "N", "H", "H", "H", "H", "H", "H", "H", "H", "H", "H", "H", "H", "O", "H", "H", "O", "H", "H", "O", "H", "H", "O", "H", "H", "O", "H", "H", "O", "H", "H", "O", "H", "H", "O", "H", "H", "O", "H", "H", "O", "H", "H", "O"],
  "coordinates": [[0.0648, 0.7049, 2.9590], [-0.7000, 0.3522, 2.1000], [-0.2770, 0.5251, 0.6260], [-0.4061, -0.7409, -0.2277], [-1.8142, -0.9289, -0.7668], [-2.1628, 0.2288, -2.1397], [1.1464, 0.9886, 0.6343], [-1.6926, -0.0869, 2.2941], [-0.8413, 1.3534, 0.1871], [0.3150, -0.7807, -1.0331], [-0.1471, -1.6167, 0.3821], [-2.5757, -0.7712, 0.0011], [-1.9071, -1.9530, -1.1984], [-3.0882, 0.9917, -1.5428], [1.5020, 1.1875, -0.3253], [1.7798, 0.2916, 1.0662], [1.1851, 1.8625, 1.1664], [2.4333, -0.5636, -1.7442], [1.8409, 0.6235, -2.6151], [2.3087, 0.4082, -1.7850], [-0.1780, 1.3518, -3.8151], [0.9116, 1.9381, -4.6388], [0.7489, 1.6288, -3.7360], [2.6642, -1.8535, 0.4642], [3.4336, -1.6488, 1.8188], [2.6143, -1.4423, 1.3622], [0.6041, 3.7861, -0.1646], [0.4601, 4.9172, 0.8983], [0.3200, 3.9757, 0.7567], [2.3494, 3.2121, -1.7093], [1.0479, 2.6133, -2.3201], [1.4143, 3.0456, -1.5161], [1.8970, -2.9645, -1.1555], [3.3754, -2.7525, -1.5818], [2.6223, -2.2853, -1.1920], [-1.5556, -4.3292, 1.4386], [-0.3082, -3.4273, 1.8538], [-0.6201, -4.1786, 1.3019], [-2.9959, 1.8472, 1.1885], [-4.4787, 1.4461, 1.2004], [-3.6393, 1.2392, 0.7678], [-1.0090, 3.2459, 1.5825], [-1.7961, 3.0883, 2.8877], [-1.6955, 2.6895, 2.0180], [0.4584, -4.9076, -1.5762], [0.2722, -4.2591, -0.1406], [0.7798, -4.2099, -0.9879], [0.3241, -1.9406, 3.5669], [1.1350, -1.8097, 2.2427], [0.2376, -1.9695, 2.6076]],
  "atomic_forces_ev_per_a": [[-0.2, -0.1, 0.2], [0.6, 0.4, -0.4], [0.4, -0.3, -0.3], [-0.2, -0.5, 0.8], [-0.1, -0.6, -0.5], [0.0, 0.0, -0.1], [0.0, 0.4, 0.2], [0.1, 0.1, -0.1], [-0.1, -0.2, 0.0], [0.1, 0.4, -0.3], [-0.2, 0.2, 0.0], [0.1, -0.1, -0.2], [0.0, 0.7, 0.5], [0.0, 0.0, 0.1], [-0.2, -0.4, 0.1], [-0.2, 0.2, -0.1], [0.1, -0.1, 0.2], [0.0, 0.4, -0.2], [0.3, -0.3, 0.3], [0.0, -0.3, -0.3], [0.0, -0.2, 0.6], [0.5, 0.1, 0.2], [-0.7, 0.0, -0.9], [0.2, 0.1, 0.1], [0.1, 0.0, 0.0], [-0.2, 0.1, -0.1], [0.0, 0.1, 0.1], [0.0, 0.0, 0.0], [0.1, 0.0, -0.1], [-0.3, -0.1, 0.1], [0.2, 0.3, 0.3], [0.1, 0.1, -0.2], [0.0, -0.1, -0.2], [-0.1, 0.1, 0.1], [0.0, -0.4, 0.0], [-0.1, 0.1, 0.1], [-0.4, -0.2, 0.1], [0.5, 0.0, -0.2], [-0.2, -0.1, -0.1], [0.1, -0.1, -0.2], [-0.1, 0.2, 0.2], [-0.2, -0.2, -0.1], [-0.1, -0.2, 0.1], [0.1, 0.7, 0.0], [0.1, 0.3, 0.3], [-0.1, -0.2, -0.3], [-0.1, 0.0, 0.0], [0.0, 0.1, 0.0], [-0.1, 0.0, 0.2], [0.2, -0.6, 0.0]]
}

Entry 3:
{
  "formula": "C8H9ClN3O",
  "method": "ωB97M-V with the def2-TZVPD basis set",
  "total_energy_ha": -1009.48947,
  "de_lowest_ev": 1.345,
  "s_squared": 2.043,
  "total_charge": 1,
  "gap_ha": [0.27819, 0.24672],
  "spin_multiplicity": 3,
  "symbols": ["C", "C", "C", "C", "C", "C", "C", "C", "N", "N", "N", "O", "Cl", "H", "H", "H", "H", "H", "H", "H", "H", "H"],
  "coordinates": [[-1.6927, 1.5843, -2.0276], [-1.9746, 0.7984, -0.8999], [-0.3964, 1.9604, -2.3137], [-0.9854, 0.4898, -0.0021], [0.6541, 1.4545, -1.5303], [0.3912, 0.8077, -0.3057], [0.4981, -1.3881, 1.7291], [1.5295, 0.4321, 0.4529], [0.4724, -1.5767, -0.5567], [1.3296, -0.3703, 1.5821], [-0.0452, -1.7840, 2.9609], [0.0888, -2.1129, 0.6937], [1.0164, -2.9295, -1.4159], [-2.5159, 1.9040, -2.7050], [-2.9522, 0.3800, -0.7003], [-0.1138, 2.4422, -3.2425], [-1.2149, -0.0424, 0.8802], [1.5956, 1.6993, -2.0063], [2.4599, 0.9270, 0.0413], [1.7485, -0.2103, 2.5014], [0.4019, -1.6249, 3.8878], [-0.2950, -2.8406, 2.9766]],
  "atomic_forces_ev_per_a": [[-1.2, 0.5, -0.8], [0.2, -0.1, 0.5], [0.6, -1.3, 0.2], [1.2, 1.0, -1.1], [-1.2, 1.4, -0.9], [0.0, 0.4, 0.0], [-0.4, -0.6, 1.0], [-0.5, 2.1, -1.3], [0.2, -2.7, -1.3], [0.4, -0.8, 1.8], [0.8, -2.6, -1.0], [-0.4, 0.2, 1.1], [-0.1, 0.5, 0.2], [0.7, -0.4, 0.6], [-0.2, 0.4, -0.1], [-0.3, 0.2, 0.1], [-0.4, -0.4, 0.8], [0.6, -0.4, 0.9], [-0.6, -1.4, 1.6], [0.3, 0.9, -0.6], [-0.1, 0.7, -1.3], [0.2, 2.4, -0.5]]
}

Entry 4:
{
  "formula": "C7H7NO",
  "method": "ωB97M-V with the def2-TZVPD basis set",
  "total_energy_ha": -400.79555,
  "de_lowest_ev": 3.136,
  "total_charge": 0,
  "gap_ha": 0.35099,
  "spin_multiplicity": 1,
  "smiles": "CC(=O)c1ccccn1",
  "symbols": ["C", "C", "O", "C", "C", "C", "C", "C", "N", "H", "H", "H", "H", "H", "H", "H"],
  "coordinates": [[-0.2839, 0.4989, 2.6103], [-0.9958, 0.5082, 1.3554], [-2.1782, 1.0296, 1.2376], [-0.2787, 0.0842, 0.0766], [-1.0525, -0.1950, -1.0142], [-0.3280, -0.6113, -2.1541], [1.0720, -0.7120, -2.1430], [1.6915, -0.3234, -0.9037], [1.0881, 0.0683, 0.1770], [0.1329, -0.5702, 2.8412], [0.6509, 1.4080, 2.7112], [-0.8971, 0.9621, 3.3091], [-1.8947, -0.0827, -1.0129], [-0.9383, -0.5502, -3.2803], [1.5195, -0.9709, -2.9971], [2.6923, -0.5435, -0.8131]],
  "atomic_forces_ev_per_a": [[4.4, 0.6, 1.0], [-4.1, 3.0, -2.8], [4.5, -2.4, 0.6], [0.2, 0.6, 2.2], [17.7, -2.7, -1.3], [-1.3, 1.4, -3.4], [-3.6, 1.8, 4.5], [-1.1, -1.5, -2.3], [-2.2, -0.3, -0.1], [-0.6, 2.3, -0.1], [-2.3, -3.1, -1.1], [-1.5, -0.2, 1.7], [-16.5, 2.1, 0.1], [1.8, -0.8, 3.5], [2.2, -1.0, -2.8], [2.5, 0.2, 0.1]]
}